ORCA calculation (wB97M-V/def2-TZVPD) on the molecule C4H8O2 at a distorted geometry.

Calculated values
- Kohn-Sham gap: 11.1842 eV
- Highest occupied orbital energy: -10.2 eV
- Multiplicity: 1
- SMILES: C[C@@H](O)[C@H]1CO1
- Energy: -307.5888 a.u.

```
14
C4H8O2 wB97M-V/def2-TZVPD
C -0.97216 1.40127 -0.23966
C -0.57867 -0.05595 -0.49550
O -0.77815 -0.33841 -1.86350
C 0.80694 -0.36842 0.02190
C 1.02692 -0.78393 1.39836
O 1.08841 -1.84548 0.48766
H -0.25282 2.08612 -0.70250
H -1.95469 1.58605 -0.68858
H -1.02678 1.61879 0.83260
H -1.26451 -0.72297 0.05039
H 0.07258 -0.53477 -2.26325
H 1.75085 -0.64872 -0.46981
H 0.14267 -0.89602 2.01570
H 1.93939 -0.49756 1.91620
```

These are the Löwdin partial charges, in e, on atoms 1 to 2: atom 1 (C): -0.0364, atom 2 (C): -0.4124